Record 1
Molecular formula: C6H12
Method: DFT, wB97M-V/def2-TZVPD

Geometry (Å):
C  1.701  -1.039  -0.767
C  1.153  -0.094  0.290
C  -0.045  0.741  -0.216
C  0.267  1.818  -0.907
C  -1.439  0.170  -0.001
C  -1.720  -0.462  1.312
H  1.951  -2.045  -0.405
H  2.585  -0.613  -1.239
H  1.013  -1.366  -1.551
H  0.852  -0.707  1.140
H  1.912  0.588  0.661
H  1.297  2.132  -1.022
H  -0.471  2.482  -1.349
H  -1.481  -0.626  -0.761
H  -2.157  0.938  -0.288
H  -1.050  -1.296  1.524
H  -2.742  -0.821  1.395
H  -1.627  0.203  2.183

Calculated values
molecular weight	84.2	u
Kohn-Sham gap	10.4	eV
energy	-6415.75533	eV
SMILES	C=C(CC)CC


Record 2
Molecular formula: C23H45ClO9
Method: DFT, wB97M-V/def2-TZVPD

Geometry (Å):
C  1.099  1.485  0.965
C  0.137  0.377  0.545
C  0.697  -1.043  0.746
C  0.180  -2.057  -0.280
O  1.248  -2.754  -0.979
C  1.869  -2.232  -2.009
O  2.684  -2.781  -2.653
O  1.525  -0.881  -2.228
Cl  0.422  -0.775  -3.501
H  2.109  1.323  0.568
H  1.175  1.533  2.064
H  0.741  2.461  0.618
H  -0.795  0.472  1.119
H  -0.142  0.511  -0.511
H  0.450  -1.407  1.755
H  1.797  -1.013  0.677
H  -0.485  -1.582  -1.013
H  -0.371  -2.879  0.184
C  -5.658  0.147  0.865
C  -4.291  -0.080  0.275
O  -3.433  -0.691  0.876
C  -4.046  0.483  -1.100
H  -5.713  -0.311  1.850
H  -5.867  1.216  0.946
H  -6.408  -0.300  0.212
H  -4.169  1.568  -1.092
H  -4.769  0.059  -1.798
H  -3.035  0.241  -1.422
C  3.879  -1.479  -5.335
C  4.649  -1.508  -6.631
O  4.573  -0.619  -7.447
C  5.529  -2.717  -6.858
H  3.290  -0.564  -5.283
H  3.220  -2.344  -5.260
H  4.563  -1.527  -4.488
H  4.926  -3.626  -6.837
H  6.267  -2.796  -6.058
H  6.033  -2.631  -7.817
C  -5.371  -5.023  -1.522
C  -4.870  -3.834  -0.737
O  -5.374  -2.740  -0.860
C  -3.721  -4.086  0.205
H  -6.197  -4.723  -2.162
H  -4.564  -5.434  -2.130
H  -5.699  -5.808  -0.839
H  -2.870  -4.478  -0.355
H  -4.004  -4.843  0.939
H  -3.444  -3.163  0.709
C  -1.291  3.912  3.488
C  -1.989  3.385  2.262
O  -1.479  3.442  1.166
C  -3.361  2.778  2.467
H  -0.323  4.322  3.209
H  -1.895  4.685  3.968
H  -1.158  3.112  4.217
H  -4.036  3.529  2.881
H  -3.312  1.939  3.164
H  -3.739  2.435  1.508
C  1.427  3.187  6.304
C  0.191  2.525  6.865
O  -0.888  3.072  6.845
C  0.371  1.142  7.443
H  1.175  4.172  5.918
H  2.187  3.281  7.082
H  1.850  2.576  5.504
H  1.095  1.169  8.259
H  0.761  0.466  6.680
H  -0.582  0.769  7.811
C  4.582  2.902  -2.841
C  4.452  1.791  -1.828
O  3.919  1.965  -0.758
C  5.004  0.445  -2.228
H  4.144  3.815  -2.445
H  5.634  3.071  -3.079
H  4.078  2.622  -3.768
H  6.069  0.526  -2.452
H  4.499  0.094  -3.129
H  4.852  -0.273  -1.425

Calculated values
molecular weight	501.1	u
Kohn-Sham gap	9.0	eV
energy	-55528.87029	eV
SMILES	CCCCOC(=O)OCl.CC(C)=O.CC(C)=O.CC(C)=O.CC(C)=O.CC(C)=O.CC(C)=O


Record 3
Molecular formula: C20H17Cl2N5O3
Method: DFT, wB97M-V/def2-TZVPD

Geometry (Å):
O  -1.005  -1.948  -3.089
O  -1.343  1.808  -3.157
Cl  4.848  -3.113  -2.048
Cl  2.731  -0.895  -2.344
N  -2.722  1.982  -0.102
N  -1.196  0.496  5.522
N  -2.419  2.572  4.017
O  0.562  1.930  -1.859
C  -0.230  -1.879  -2.148
C  -0.696  1.434  -2.211
C  -2.770  2.237  1.220
C  -1.862  0.863  -0.152
C  -1.444  0.462  1.110
C  -1.615  1.648  6.057
C  -2.239  2.668  5.335
C  -1.358  0.416  4.168
C  -1.956  1.427  3.395
C  1.450  -5.265  -1.930
C  2.791  -4.906  -1.933
C  0.470  -4.232  -2.011
C  3.167  -3.584  -2.018
C  2.194  -2.584  -2.101
C  0.835  -2.923  -2.094
N  -2.063  1.356  2.005
N  -0.354  -0.882  -1.190
C  -1.299  0.238  -1.420
C  2.372  3.434  -2.131
C  0.936  3.152  -2.535
C  -0.424  -0.621  1.268
C  0.457  -0.797  0.045
H  -3.386  3.053  1.643
H  -1.458  1.806  7.123
H  -2.615  3.522  5.896
H  -1.001  -0.477  3.733
H  1.059  -6.280  -1.870
H  3.560  -5.663  -1.889
H  -0.585  -4.421  -1.941
H  -2.171  -0.076  -2.001
H  2.465  3.344  -1.052
H  3.085  2.780  -2.654
H  2.619  4.442  -2.468
H  0.855  3.058  -3.632
H  0.249  3.989  -2.271
H  -0.946  -1.569  1.485
H  0.221  -0.400  2.101
H  1.088  -1.655  0.179
H  1.143  0.053  -0.053

Calculated values
molecular weight	446.3	u
Kohn-Sham gap	8.5	eV
energy	-59653.54116	eV
SMILES	CCOC(=O)[C@@H]1c2ncn(-c3cnccn3)c2CCN1C(=O)c1cccc(Cl)c1Cl


Record 4
Molecular formula: C2H2N4O3
Method: DFT, wB97M-V/def2-TZVPD

Geometry (Å):
C  -0.700  -1.726  -0.541
C  3.250  -0.297  -0.138
N  -0.095  -0.780  -0.348
N  2.437  0.558  -0.221
N  1.564  1.243  -0.969
N  0.645  1.779  -0.310
O  3.961  -1.034  0.372
O  -0.248  2.492  -0.814
O  0.522  1.604  1.046
H  -1.425  -2.599  -0.712
H  1.099  0.932  1.191

Calculated values
molecular weight	130.1	u
Kohn-Sham gap	9.9	eV
energy	-14202.64464	eV
SMILES	O=C=N/N=[N+](/[O-])O.C#N


Record 5
Molecular formula: C57H42MnN7O7S
Method: DFT, wB97M-V/def2-TZVPD

Geometry (Å):
Mn  0.231  -1.296  -0.725
C  9.619  0.807  -3.078
O  8.668  0.985  -2.000
C  7.478  0.362  -2.031
C  6.943  -0.457  -3.018
C  5.677  -0.986  -2.927
C  4.932  -0.724  -1.813
C  5.422  0.119  -0.814
C  6.689  0.610  -0.870
C  3.403  -1.069  -1.755
C  3.138  -1.951  -0.647
C  4.064  -2.774  0.051
C  3.333  -3.487  0.968
C  2.019  -3.082  0.940
N  1.846  -2.179  -0.121
C  0.990  -3.367  1.856
C  -0.270  -2.793  1.846
C  -1.159  -2.723  2.984
C  -2.325  -2.075  2.607
C  -2.064  -1.617  1.204
C  -2.916  -0.786  0.550
C  -4.149  -0.371  1.190
C  -5.268  -1.232  1.154
C  -6.469  -0.941  1.802
C  -6.609  0.246  2.531
O  -7.832  0.448  3.004
C  -8.052  1.741  3.526
C  -5.521  1.126  2.529
C  -4.331  0.836  1.827
C  -2.722  -0.400  -0.773
N  -1.551  -0.665  -1.549
C  -1.716  -0.028  -2.752
C  -0.717  0.201  -3.724
C  -1.200  0.776  -4.991
C  -1.327  2.163  -5.076
C  -1.764  2.819  -6.207
C  -2.050  2.032  -7.314
O  -2.419  2.658  -8.497
C  -2.548  1.846  -9.640
C  -2.067  0.660  -7.247
C  -1.673  0.033  -6.029
C  0.625  0.037  -3.535
C  1.644  0.654  -4.337
C  2.849  0.179  -3.849
C  2.520  -0.493  -2.618
N  1.136  -0.500  -2.412
C  -3.033  0.494  -2.778
C  -3.609  0.331  -1.595
N  -0.835  -2.042  0.824
C  1.301  -4.218  3.024
C  2.259  -3.821  3.908
C  2.468  -4.405  5.149
C  1.633  -5.465  5.492
O  1.723  -6.152  6.678
C  2.197  -5.392  7.787
C  0.645  -5.918  4.557
C  0.508  -5.338  3.344
H  10.442  1.553  -2.823
H  9.216  1.033  -4.116
H  9.932  -0.216  -3.198
H  7.452  -0.739  -3.889
H  5.320  -1.551  -3.744
H  4.698  0.306  -0.009
H  6.980  1.142  -0.015
H  5.145  -2.869  -0.059
H  3.648  -4.143  1.759
H  -0.941  -3.213  3.899
H  -3.238  -2.044  3.188
H  -5.252  -2.187  0.631
H  -7.215  -1.684  1.768
H  -9.021  1.730  4.000
H  -8.062  2.501  2.754
H  -7.363  2.094  4.329
H  -5.596  1.988  3.191
H  -3.506  1.531  1.970
H  -0.993  2.813  -4.231
H  -1.792  3.880  -6.321
H  -2.533  2.403  -10.584
H  -3.534  1.360  -9.506
H  -1.739  1.110  -9.742
H  -2.364  0.078  -8.119
H  -1.623  -1.102  -5.964
H  1.491  1.189  -5.277
H  3.791  0.450  -4.269
H  -3.442  0.906  -3.684
H  -4.595  0.614  -1.348
H  2.834  -2.989  3.652
H  3.160  -3.904  5.839
H  2.005  -6.008  8.616
H  1.626  -4.482  7.804
H  3.288  -5.156  7.723
H  0.031  -6.714  4.864
H  -0.308  -5.604  2.663
O  -2.357  7.032  0.665
S  -1.999  7.373  2.040
O  -0.600  7.823  2.244
O  -3.078  8.062  2.708
C  -1.811  5.777  2.875
N  -2.127  5.733  4.158
C  -1.748  4.638  4.840
C  -1.128  3.571  4.230
C  -0.901  3.714  2.859
N  -1.120  4.848  2.194
C  -0.279  2.667  2.019
C  0.540  1.656  2.576
C  0.801  0.594  1.747
N  0.478  0.611  0.434
C  -0.110  1.650  -0.111
C  -0.584  2.716  0.667
H  -1.980  4.692  5.939
H  -0.761  2.686  4.786
H  0.863  1.679  3.585
H  1.398  -0.268  2.082
H  -0.213  1.644  -1.180
H  -0.993  3.610  0.276

Calculated values
molecular weight	1024.0	u
Kohn-Sham gap (spin up / spin down)	4.5 / 5.6	eV
charge	-1
energy	-126708.99592	eV
spin multiplicity	6


Record 6
Molecular formula: C44H36IrN8O3SSe
Method: DFT, wB97M-V/def2-TZVPD

Geometry (Å):
Ir  -0.037  0.813  1.532
Se  -7.829  1.685  0.929
N  -6.432  2.788  0.831
C  -5.365  2.089  1.111
C  -4.018  2.653  1.144
C  -3.773  4.018  1.009
C  -2.473  4.460  1.115
C  -1.447  3.538  1.298
N  -1.662  2.231  1.389
C  -2.941  1.796  1.358
C  -3.165  0.387  1.687
N  -2.070  -0.313  1.992
C  -2.217  -1.543  2.465
C  -3.459  -2.163  2.572
C  -4.590  -1.471  2.191
C  -4.448  -0.153  1.756
C  -5.578  0.699  1.410
N  -6.816  0.284  1.367
H  -4.601  4.695  0.855
H  -2.227  5.510  1.055
H  -0.419  3.866  1.355
H  -1.314  -2.044  2.801
H  -3.515  -3.171  2.959
H  -5.578  -1.906  2.249
C  2.874  -0.625  -0.172
C  2.983  -0.303  1.294
C  4.297  -0.507  1.785
C  4.599  -0.323  3.088
C  3.587  0.115  3.959
C  3.865  0.310  5.328
C  2.886  0.753  6.172
C  1.619  1.037  5.659
C  1.326  0.863  4.321
S  -0.256  1.281  3.760
C  2.299  0.359  3.424
N  1.977  0.118  2.073
H  3.811  -1.063  -0.509
H  2.700  0.276  -0.749
H  2.089  -1.336  -0.384
H  5.050  -0.829  1.083
H  5.597  -0.500  3.468
H  4.864  0.102  5.685
H  3.086  0.903  7.224
H  0.846  1.416  6.313
C  -0.729  -4.055  -4.917
O  -0.333  -3.017  -4.037
C  0.782  -2.299  -4.367
C  1.580  -2.543  -5.468
C  2.705  -1.754  -5.696
C  3.029  -0.743  -4.815
C  2.236  -0.501  -3.698
C  1.103  -1.265  -3.469
N  0.233  -1.149  -2.370
C  0.249  -0.228  -1.363
N  0.549  1.041  -1.744
C  1.102  2.071  -0.949
C  1.044  2.097  0.436
C  1.738  3.143  1.080
C  2.399  4.128  0.377
C  2.394  4.125  -1.017
C  1.753  3.095  -1.673
O  1.700  2.949  -3.031
C  2.340  3.935  -3.825
N  -0.012  -0.518  -0.110
C  -0.345  -1.869  0.248
C  0.425  -2.606  1.143
C  0.054  -3.885  1.533
C  -1.103  -4.446  1.026
C  -1.900  -3.731  0.144
C  -1.537  -2.445  -0.234
O  -2.288  -1.656  -1.049
C  -3.506  -2.185  -1.545
H  -1.664  -4.444  -4.523
H  0.017  -4.854  -4.939
H  -0.890  -3.672  -5.926
H  1.344  -3.347  -6.149
H  3.321  -1.945  -6.562
H  3.907  -0.135  -4.980
H  2.525  0.280  -3.012
H  -0.365  -1.947  -2.249
H  0.610  1.198  -2.738
H  1.780  3.144  2.164
H  2.930  4.909  0.905
H  2.896  4.907  -1.566
H  2.201  3.627  -4.857
H  3.408  3.985  -3.598
H  1.885  4.916  -3.669
H  1.310  -2.156  1.561
H  0.673  -4.437  2.227
H  -1.402  -5.442  1.322
H  -2.814  -4.172  -0.226
H  -3.943  -1.400  -2.157
H  -4.186  -2.434  -0.727
H  -3.328  -3.071  -2.160

Calculated values
molecular weight	1028.1	u
Kohn-Sham gap	6.2	eV
charge	+1
energy	-143293.27525	eV